This record from OMol25 describes a structure of composition C44H65F4N2O4PS2SeTa. The level of theory is ωB97M-V/def2-TZVPD.

Each line ends with the Mulliken charge.
CARTESIAN COORDINATES (ANGSTROEM)
Ta1 0.08547 0.11908 0.37436  -1.17
C1 -2.96290 3.17029 -1.21542  -0.94
C2 -3.24570 1.68674 -1.06222  -0.10
N1 -2.27802 0.84291 -1.77013  1.20
C3 -2.32232 1.05333 -3.23105  -1.04
C4 -1.00194 1.48432 -3.83909  -0.90
C5 -2.49659 -0.56010 -1.45565  -1.48
C6 -1.34404 -1.44892 -1.90486  -1.01
N2 -0.04524 -1.04148 -1.34811  1.03
C7 1.08006 -1.55816 -1.95942  -0.21
C8 2.32261 -1.02293 -1.60341  0.27
F1 2.30562 -0.06976 -0.64465  1.13
C9 3.52482 -1.40546 -2.14255  -0.31
F2 4.64199 -0.79961 -1.72664  -0.32
C10 3.57924 -2.39624 -3.10259  -0.74
C11 2.37712 -2.97146 -3.45818  0.18
F3 2.36499 -3.95769 -4.36151  -0.33
C12 1.16207 -2.58967 -2.91241  0.39
F4 0.08181 -3.28398 -3.31047  -0.34
H1 -3.67931 3.75173 -0.63328  0.45
H2 -3.04696 3.49911 -2.25210  0.41
H3 -1.95666 3.40706 -0.87323  -0.10
H4 -4.27147 1.46017 -1.40280  0.23
H5 -3.20335 1.41567 -0.00308  -0.17
H6 -3.09369 1.79312 -3.46193  0.60
H7 -2.65874 0.12712 -3.71012  0.48
H8 -0.69533 2.46200 -3.47119  0.14
H9 -1.09699 1.53918 -4.92556  0.50
H10 -0.20408 0.78012 -3.59907  0.04
H11 -3.42228 -0.94345 -1.92256  0.38
H12 -2.64689 -0.63412 -0.38105  -0.09
H13 -1.29623 -1.41389 -2.99578  0.64
H14 -1.59025 -2.48356 -1.64657  0.64
H15 4.51192 -2.71676 -3.53902  0.53
C13 -4.87091 0.28637 6.69299  -1.58
C14 -5.31820 -0.13845 5.28778  2.02
C15 -5.69961 -1.61779 5.33348  -2.00
C16 -6.55684 0.66894 4.88249  -1.66
C17 -4.18773 0.12921 4.29613  -0.49
C18 -3.58446 -0.87223 3.54735  -0.41
C19 -2.55324 -0.56155 2.68031  -0.04
Se1 -1.70262 -1.95280 1.69318  0.34
C20 -0.26179 -2.31868 2.88710  0.39
C21 -0.49897 -2.99286 4.07220  -0.64
C22 0.54708 -3.24166 4.94489  -0.30
C23 1.81729 -2.84912 4.53537  -0.82
C24 2.11421 -2.20675 3.33301  -0.56
C25 1.01349 -1.88382 2.52006  0.78
O1 1.14658 -1.16318 1.38269  -0.55
C26 3.59566 -1.92172 3.05117  2.62
C27 4.06845 -0.80788 3.99673  -1.58
C28 3.90833 -1.49948 1.61665  -1.91
C29 4.40632 -3.20067 3.32170  -1.84
C30 0.35898 -3.92286 6.29893  2.23
C31 -1.10241 -4.28654 6.55720  -2.14
C32 1.19326 -5.20919 6.35001  -1.66
C33 0.82249 -2.97065 7.40899  -1.63
C34 -2.09682 0.75336 2.51948  0.74
O2 -1.09201 0.95003 1.63762  0.27
C35 -2.67563 1.79353 3.25965  0.47
C36 -3.71002 1.42169 4.12318  -0.49
C37 -2.30565 3.28088 3.24446  2.30
C38 -3.53256 4.09145 2.80467  -1.79
C39 -1.15111 3.64948 2.32368  -2.01
C40 -1.89874 3.69142 4.66849  -1.96
H16 -5.66964 0.10083 7.41435  0.48
H17 -3.98862 -0.27389 7.00707  0.29
H18 -4.62448 1.34766 6.73368  0.30
H19 -6.50750 -1.76478 6.05225  0.45
H20 -6.04959 -1.97859 4.36488  0.37
H21 -4.86104 -2.24162 5.64857  0.28
H22 -7.37609 0.47976 5.57937  0.47
H23 -6.35720 1.74107 4.88838  0.30
H24 -6.89174 0.39625 3.88026  0.35
H25 -3.90685 -1.89971 3.63333  0.61
H26 -1.50594 -3.30671 4.30829  0.46
H27 2.64563 -3.06486 5.19726  0.31
H28 3.53220 0.12130 3.80009  0.17
H29 3.91190 -1.07573 5.04292  0.36
H30 5.13386 -0.62002 3.84943  0.44
H31 3.49340 -0.52585 1.37943  -0.17
H32 4.99393 -1.44100 1.50602  0.61
H33 3.53537 -2.22245 0.88954  0.38
H34 4.37084 -3.51673 4.36394  0.37
H35 4.04650 -4.02623 2.70552  0.40
H36 5.45380 -3.02238 3.07279  0.47
H37 -1.48398 -4.98367 5.80891  0.37
H38 -1.19304 -4.76674 7.53258  0.46
H39 -1.74509 -3.40409 6.56152  0.37
H40 0.88687 -5.90282 5.56538  0.34
H41 2.25619 -5.00426 6.21869  0.32
H42 1.06509 -5.70442 7.31462  0.46
H43 0.24762 -2.04331 7.39248  0.34
H44 0.69304 -3.43824 8.38726  0.47
H45 1.87593 -2.71120 7.29958  0.31
H46 -4.16964 2.20822 4.70803  0.27
H47 -3.83585 3.81198 1.79388  0.22
H48 -4.38890 3.95079 3.46444  0.35
H49 -3.28567 5.15516 2.80079  0.48
H50 -1.34863 3.40235 1.28158  -0.14
H51 -0.98982 4.72810 2.39144  0.82
H52 -0.22428 3.16026 2.61106  0.08
H53 -2.69848 3.53579 5.39381  0.36
H54 -1.02767 3.12199 4.99537  0.39
H55 -1.63505 4.75088 4.68234  0.50
C41 1.94844 6.71734 -0.17668  -1.43
C42 1.02585 5.52362 -0.22364  -0.14
O3 1.42868 4.56683 0.78068  -0.27
P1 1.93346 3.12182 0.36106  0.48
S1 2.34389 2.01882 1.88984  -0.51
S2 0.55328 2.26993 -0.88258  -0.27
O4 3.18642 3.53257 -0.54715  -0.28
C43 3.98480 2.51251 -1.17889  0.39
C44 5.15918 3.18712 -1.84046  -1.62
H56 1.61126 7.47645 -0.88450  0.41
H57 2.96397 6.42381 -0.43917  0.25
H58 1.96059 7.15756 0.81954  0.34
H59 1.03564 5.05559 -1.21006  0.33
H60 -0.00614 5.79120 0.01079  0.40
H61 3.35765 1.98848 -1.90444  0.10
H62 4.30076 1.79941 -0.41321  0.17
H63 4.82538 3.90080 -2.59339  0.33
H64 5.78546 2.44075 -2.33002  0.42
H65 5.76606 3.71326 -1.10459  0.35

Summary:
* HOMO (alpha / beta): -6.45 / -8.06 eV
* DFT total energy: -166586.2066 eV
* max |F|: 0.01026 Eh/bohr
* energy above the lowest of the compared OMol25 structures with the same formula, charge and spin: 66.1 kJ/mol
* LUMO (alpha / beta): 0.0140 / 0.0161 Ha
* expectation value of S²: 0.753
* 2S+1: 2
* orbital gap (alpha / beta): 6.830 / 8.503 eV

This record from OMol25 describes a structure of composition C44H65N2O5P3SiTi in a non-equilibrium geometry. The level of theory is ωB97M-V/def2-TZVPD.

Each line ends with the Mulliken charge.
CARTESIAN COORDINATES (ANGSTROEM)
Ti1 -1.09056 0.04181 -0.06779  -0.16
C1 2.15965 -4.49027 -3.21282  -1.67
C2 0.95035 -3.83266 -2.54639  1.03
C3 -0.18562 -4.85282 -2.41149  -0.76
P1 1.17000 -2.79014 -0.99982  1.52
C4 1.77252 -3.81900 0.45509  2.43
C5 2.16802 -5.27694 0.22848  -1.68
C6 0.78571 -3.71996 1.62108  -1.50
C7 2.69564 -1.87626 -1.41132  -0.16
C8 3.90900 -2.55914 -1.56155  -0.18
C9 5.06587 -1.90059 -1.93873  -0.98
C10 5.02752 -0.52620 -2.13917  -1.27
C11 3.84993 0.16274 -1.90910  0.30
C12 2.66119 -0.48817 -1.54475  0.17
Si1 1.16749 0.65149 -1.18206  0.84
C13 0.79527 1.18598 -2.99379  0.89
C14 1.74074 1.88363 -3.76127  -0.28
C15 1.62537 2.01879 -5.13206  -1.20
C16 0.55900 1.42561 -5.79877  -1.07
C17 -0.40051 0.75022 -5.07035  -0.40
C18 -0.30808 0.64579 -3.67515  -0.23
P2 -1.70102 -0.01812 -2.70908  0.47
C19 -2.03116 -1.77177 -3.19080  3.04
C20 -1.75221 -2.21343 -4.62517  -1.69
C21 -3.43233 -2.19336 -2.73114  -1.63
C22 -3.16016 0.99402 -3.28057  0.65
C23 -2.83293 2.49114 -3.25367  -1.01
C24 -3.78609 0.66400 -4.63915  -1.67
C25 1.98717 2.04610 -0.18626  0.74
C26 1.99937 3.34395 -0.70309  0.03
C27 2.49493 4.42108 0.01895  -0.93
C28 2.97984 4.21236 1.29952  -1.01
C29 2.99418 2.92716 1.82653  0.23
C30 2.51794 1.82915 1.10945  -0.16
P3 2.59185 0.10509 1.79495  0.29
C31 4.32817 -0.44340 1.38709  2.20
C32 5.42748 0.61992 1.38542  -1.86
C33 4.71376 -1.71551 2.17627  -1.48
C34 2.62182 0.22843 3.66798  0.51
C35 1.39437 0.94072 4.22807  -1.22
C36 3.87949 0.67660 4.41684  -1.77
H1 1.83861 -4.91878 -4.16608  0.50
H2 2.56934 -5.30706 -2.61770  0.27
H3 2.95647 -3.78112 -3.42615  0.41
H4 0.61004 -3.05289 -3.23886  -0.41
H5 0.00059 -5.57114 -1.61325  0.14
H6 -0.27726 -5.42219 -3.33921  0.43
H7 -1.15731 -4.39074 -2.22986  0.07
H8 2.66817 -3.26948 0.75488  -1.42
H9 1.30383 -5.90048 -0.00211  0.31
H10 2.60820 -5.67552 1.14615  0.44
H11 2.90014 -5.40735 -0.56592  0.31
H12 -0.08579 -4.35911 1.45877  0.43
H13 0.43924 -2.69659 1.77303  0.06
H14 1.26656 -4.05345 2.54455  0.53
H15 3.94900 -3.62939 -1.39666  0.32
H16 5.98840 -2.45240 -2.06927  0.45
H17 5.92437 0.01152 -2.42190  0.41
H18 3.87302 1.24566 -1.96868  0.12
H19 2.60374 2.32571 -3.27696  0.35
H20 2.37689 2.56718 -5.68614  0.44
H21 0.47193 1.49999 -6.87531  0.46
H22 -1.23162 0.30029 -5.59492  0.48
H23 -1.30922 -2.28585 -2.55083  -2.54
H24 -2.44808 -1.77489 -5.34097  0.32
H25 -1.86146 -3.29987 -4.69005  0.44
H26 -0.73895 -1.96425 -4.94026  0.48
H27 -4.19790 -1.88049 -3.44100  0.44
H28 -3.69457 -1.78381 -1.75347  0.16
H29 -3.48734 -3.28166 -2.65472  0.50
H30 -3.91056 0.78713 -2.50921  0.53
H31 -1.92865 2.71251 -3.82193  0.26
H32 -2.69226 2.88141 -2.24937  -0.22
H33 -3.65295 3.05240 -3.70539  0.53
H34 -3.15795 1.00578 -5.46136  0.30
H35 -4.73440 1.19948 -4.72374  0.51
H36 -3.99424 -0.39268 -4.78055  0.29
H37 1.59338 3.52763 -1.69349  0.43
H38 2.49544 5.41439 -0.41329  0.40
H39 3.36041 5.03980 1.88533  0.43
H40 3.39768 2.78129 2.81944  0.00
H41 4.22066 -0.75571 0.35289  -1.02
H42 5.59609 1.07044 2.36350  0.30
H43 5.19901 1.42315 0.68487  0.26
H44 6.36795 0.16178 1.06569  0.59
H45 4.09288 -1.91190 3.05046  0.25
H46 5.74384 -1.64468 2.53132  0.44
H47 4.65380 -2.59961 1.53893  0.27
H48 2.48858 -0.83242 3.90784  0.51
H49 1.41602 2.00542 3.98442  0.16
H50 1.38518 0.86198 5.31779  0.56
H51 0.47069 0.50926 3.84939  0.10
H52 4.08103 1.74376 4.31749  0.28
H53 4.76880 0.13501 4.10524  0.29
H54 3.73825 0.48292 5.48386  0.52
O1 -4.06974 2.84913 0.43516  -0.54
C37 -2.83238 2.55436 0.17966  0.24
O2 -2.48801 1.41627 -0.11032  -0.30
C38 -1.84917 3.70234 0.28436  -0.78
O3 -0.68744 3.29306 0.93200  -0.07
C39 -0.87229 2.88792 2.28353  -0.36
C40 -1.35514 1.44067 2.34291  0.40
O4 -2.39211 1.16183 2.91969  -0.76
O5 -0.62282 0.58013 1.68104  0.13
H55 -4.61716 2.04688 0.40485  0.43
H56 -1.55433 3.98193 -0.72868  0.28
H57 -2.34387 4.54969 0.76470  0.46
H58 0.09860 2.98440 2.76081  -0.16
H59 -1.60396 3.52208 2.78817  0.51
C41 -4.91748 -2.78634 2.62859  -0.92
N1 -3.80464 -2.65409 1.69259  0.23
C42 -3.25668 -3.65440 0.91812  -1.04
C43 -2.25253 -3.08054 0.21145  -1.13
N2 -2.17668 -1.74438 0.53212  1.44
C44 -3.12845 -1.53140 1.43587  -1.21
H60 -5.19747 -3.83360 2.68506  0.34
H61 -5.77198 -2.20846 2.28484  0.33
H62 -4.61333 -2.44594 3.61531  0.35
H63 -3.61749 -4.66776 0.95454  0.48
H64 -1.56336 -3.52809 -0.47738  0.86
H65 -3.28843 -0.59870 1.96045  0.51

Summary:
* HOMO (alpha / beta): -9.71 / -9.64 eV
* DFT total energy: -118757.6294 eV
* max |F|: 0.04414 Eh/bohr
* energy above the lowest of the compared OMol25 structures with the same formula, charge and spin: 69.0 kJ/mol
* LUMO (alpha / beta): -0.0874 / -0.0895 Ha
* net charge: +1
* expectation value of S²: 0.762
* 2S+1: 2
* orbital gap (alpha / beta): 7.329 / 7.207 eV

- Which of these has the highest expectation value of S²?
  C44H65N2O5P3SiTi